The following is a quantum chemistry calculation of an isolated molecule of C2H4INS, from the Open Molecules 2025 dataset.

Values from the calculation:
Gap between HOMO and LUMO in eV: 7.380
Net charge: 0
Strongest force on any atom in eV/Å: 4.0
Relative energy (zero: lowest compared OMol25 entry of this formula, charge and spin) in kJ/mol: 65.8
Electronic energy in Ha: -829.19782

Geometry as XYZ:
```
9
Properties=species:S:1:pos:R:3:lowdin_charge:R:1
H 0.21 -1.05 0.83 0.1241
H 1.68 2.17 -0.21 -0.0455
C -0.51 -0.28 0.25 -0.1927
S -1.09 2.04 -1.02 0.3355
I 0.17 4.40 -0.91 0.3106
H -1.45 0.02 0.92 0.1072
N 1.44 1.19 -0.01 0.0780
C 0.20 0.92 -0.19 -0.8274
H -0.90 -0.93 -0.67 0.1102
```